Entry 1:
C2H7N2S | ωB97M-V with the def2-TZVPD basis set

```
12
Properties=species:S:1:pos:R:3:forces:R:3:nbo_charge:R:1
C 0.5305 0.3233 -0.1549 -0.37 1.87 0.96 0.445
C 1.2466 -0.8395 -0.6178 2.09 0.35 0.79 -0.624
N -2.1432 0.5142 0.5999 -5.00 0.42 0.71 -0.883
N -0.0120 1.2362 0.3323 4.20 -1.34 -1.76 -0.411
S 3.0877 -0.5352 -0.0459 -1.71 -1.61 1.32 0.046
H 1.0818 -1.6744 0.0754 -0.38 0.12 -0.36 0.290
H 1.0468 -1.1134 -1.6489 0.25 0.08 -0.04 0.291
H -2.5036 0.3161 1.5483 0.17 0.23 -0.44 0.436
H -1.8333 -0.3393 0.2251 0.29 -1.54 -0.64 0.404
H -1.2410 1.1322 0.5987 -1.14 0.62 0.24 0.415
H -2.9798 0.8267 0.0145 1.46 -0.24 0.96 0.444
H 3.7197 0.1531 -0.9266 0.14 1.05 -1.73 0.146
```
Forces are in eV/Å.

Frontier orbital gap ... 9.53 eV
LUMO level ... -0.1481 Eh
Energy above the lowest of the compared OMol25 structures with the same formula, charge and spin ... 217.88 kJ/mol
Multiplicity ... 1
Charge ... +1

---

Entry 2:
C2H7N2S2 | ωB97M-V with the def2-TZVPD basis set

```
13
Properties=species:S:1:pos:R:3:forces:R:3:nbo_charge:R:1
C 1.3003 -0.3509 0.0743 1.74 -0.99 -2.00 0.028
C -1.2118 1.2821 0.0031 -0.88 -0.37 -1.15 0.042
N 2.3407 -0.9734 0.6644 1.60 -0.87 1.22 -0.904
N -1.6675 1.2203 -1.2380 -0.49 1.48 3.90 -0.658
S 1.1516 -0.5301 -1.6612 -3.50 2.38 0.17 -0.057
S -1.9594 2.2205 1.2233 0.79 -0.57 0.17 0.228
H -0.4478 0.5643 0.1711 1.12 -0.09 0.86 0.231
H 3.2302 -1.3830 0.2216 -2.12 1.36 0.64 0.438
H 2.3624 -0.9089 1.6705 0.30 -0.31 0.04 0.413
H -2.5888 1.6200 -1.2287 -0.40 0.11 -1.89 0.429
H -1.1672 0.6994 -1.9118 0.07 -0.67 -1.14 0.456
H 2.1351 -1.2252 -2.0262 2.22 -1.67 -0.11 0.159
H -1.1597 1.7741 2.2527 -0.46 0.21 -0.72 0.196
```
Forces are in eV/Å.

Frontier orbital gap (alpha / beta) ... 4.97 / 7.45 eV
LUMO level (alpha / beta) ... -0.1799 / -0.2139 Eh
Energy above the lowest of the compared OMol25 structures with the same formula, charge and spin ... 134.69 kJ/mol
Multiplicity ... 3
Expectation value of S² ... 2.01
Charge ... +1

---

Entry 3:
C2H7N3 | ωB97M-V with the def2-TZVPD basis set

```
12
Properties=species:S:1:pos:R:3:forces:R:3:nbo_charge:R:1
N -2.3588 0.2870 0.0584 1.98 2.18 -0.37 -0.572
C -1.2673 -0.3912 0.0952 -2.42 -1.65 -1.32 0.429
N -0.0324 0.1301 -0.0039 0.81 3.05 0.03 -0.564
C 1.1308 -0.4960 -0.0178 7.97 0.65 1.36 0.434
N 2.4175 0.2085 -0.0546 -6.21 -3.78 0.01 -0.635
H -3.2747 -0.0717 0.0019 -1.24 -1.37 0.16 0.475
H -2.3672 1.2847 -0.1515 0.16 0.23 0.47 0.449
H -1.4976 -1.4601 -0.0481 1.11 0.07 0.76 0.289
H 0.1189 1.1844 0.0171 -0.92 -1.40 -0.12 0.470
H 1.3554 -1.5537 0.2511 -1.18 0.50 -0.60 0.291
H 3.2875 -0.3678 0.0628 -1.00 1.00 -0.34 0.494
H 2.3535 1.1784 -0.3072 0.94 0.51 -0.03 0.439
```
Forces are in eV/Å.

Frontier orbital gap ... 10.36 eV
LUMO level ... -0.4007 Eh
Energy above the lowest of the compared OMol25 structures with the same formula, charge and spin ... 72.27 kJ/mol
Structure (SMILES) ... N/C=[NH+]/C=[NH2+]
Multiplicity ... 1
Charge ... +2

---

Entry 4:
C2H7N3O | ωB97M-V with the def2-TZVPD basis set

```
13
Properties=species:S:1:pos:R:3:forces:R:3:nbo_charge:R:1
C 1.2680 -1.0785 -0.9674 -1.86 3.00 -1.49 -0.665
C 0.0405 -0.4212 -0.2426 -2.39 -5.14 1.17 0.261
N -0.6826 -1.3866 0.3395 0.64 3.07 -0.26 -0.135
O -1.8560 -0.9465 0.9983 0.85 1.45 -0.81 -0.580
N -0.3958 0.9292 -0.3760 0.31 -2.21 2.09 -0.468
N -0.6192 1.3624 1.0540 -1.01 3.19 -2.48 -0.681
H 0.8102 -2.0723 -1.0481 1.34 -0.06 -0.19 0.274
H 1.2625 -0.5237 -2.0200 0.43 -1.49 1.84 0.201
H 2.2484 -0.9076 -0.4628 -0.86 -0.53 -0.37 0.227
H -1.7874 0.0854 1.0541 -0.05 -2.30 0.17 0.473
H 0.5008 1.1337 -0.7090 1.58 2.93 -0.69 0.354
H 0.2719 1.4943 1.5273 -0.04 0.03 -0.05 0.364
H -1.0612 2.3314 0.8528 1.06 -1.94 1.08 0.376
```
Forces are in eV/Å.

Frontier orbital gap ... 9.25 eV
LUMO level ... 0.0186 Eh
Energy above the lowest of the compared OMol25 structures with the same formula, charge and spin ... 496.04 kJ/mol
Structure (SMILES) ... C/C(=N/O)NN
Multiplicity ... 1

---

Entry 5:
C2H7N3O | ωB97M-V with the def2-TZVPD basis set

```
13
Properties=species:S:1:pos:R:3:forces:R:3:nbo_charge:R:1
H 1.3764 -1.2826 1.9400 -0.61 1.68 -1.33 0.324
N 1.4001 -0.5090 1.1723 0.41 -4.17 3.17 -0.718
C 0.3255 -0.2833 0.5096 1.10 -0.15 2.02 0.362
C 0.7995 0.7232 -0.4257 0.95 2.22 -1.90 -0.157
O 0.4739 0.4817 -1.8281 2.76 -2.59 -0.46 -0.733
N -0.9706 -0.6608 0.7048 3.31 -1.20 1.89 -0.439
N -1.9326 -0.1567 -0.0395 -2.22 3.77 -2.93 -0.624
H 1.8869 0.9309 0.0540 -2.07 -0.54 -2.51 0.251
H 0.3326 1.6570 -0.4427 -1.15 1.72 1.30 0.187
H 1.1200 -0.2304 -2.1756 -1.60 1.59 0.71 0.472
H -1.2248 -1.4435 1.2640 0.27 -0.44 0.42 0.382
H -2.0921 0.8768 0.2478 0.08 -2.07 -0.66 0.327
H -1.4947 -0.1032 -0.9810 -1.25 0.19 0.28 0.366
```
Forces are in eV/Å.

Frontier orbital gap ... 9.83 eV
LUMO level ... 0.0310 Eh
Energy above the lowest of the compared OMol25 structures with the same formula, charge and spin ... 399.09 kJ/mol
Structure (SMILES) ... [H]/N=C(/CO)NN
Multiplicity ... 1

---

Entry 6:
C2H7N3O2 | ωB97M-V with the def2-TZVPD basis set

```
14
Properties=species:S:1:pos:R:3:forces:R:3:nbo_charge:R:1
N 0.1819 0.2925 -2.1604 -0.58 -0.89 -0.58 -0.890
C -0.7784 -0.2406 -1.1278 -0.65 -0.02 -1.47 -0.265
C -0.2980 -0.0365 0.3134 -0.81 3.49 1.65 0.294
N -1.0546 0.7678 1.0279 1.07 -1.53 0.31 -0.142
O -0.5485 0.9231 2.3890 -0.10 0.42 -0.83 -0.629
N 1.1051 -0.3100 0.5463 -0.25 -3.45 -2.27 -0.377
O 1.6347 -0.9889 1.8893 -2.86 2.86 -2.25 -0.543
H 1.2048 0.4069 -1.9129 -1.95 -0.71 -0.77 0.396
H -0.1332 -0.1270 -3.1082 1.70 1.06 2.21 0.384
H -0.9116 -1.3473 -1.1825 0.18 0.40 -0.28 0.182
H -1.8256 0.1977 -1.5077 2.17 -0.70 1.93 0.238
H -0.9784 1.7359 2.7594 0.32 -1.11 -0.92 0.491
H 1.2042 -1.0375 -0.3259 0.83 1.56 3.25 0.370
H 1.1976 -0.2361 2.4001 0.92 -1.39 0.01 0.493
```
Forces are in eV/Å.

Frontier orbital gap ... 9.88 eV
LUMO level ... 0.0217 Eh
Energy above the lowest of the compared OMol25 structures with the same formula, charge and spin ... 653.52 kJ/mol
Structure (SMILES) ... NC/C(=N/O)NO
Multiplicity ... 1

---

Entry 7:
C2H7N3O2 | ωB97M-V with the def2-TZVPD basis set

```
14
Properties=species:S:1:pos:R:3:forces:R:3:nbo_charge:R:1
C -1.9256 0.2742 0.6068 -5.08 2.29 0.65 -0.351
C 0.3222 0.0858 -0.5665 -0.57 1.78 -0.71 0.715
H -2.7202 1.4087 0.4633 1.89 -3.87 0.92 0.219
H -2.4602 -0.6659 1.2874 1.52 2.95 -1.80 0.189
H -1.0824 0.8214 1.1332 -0.52 -1.42 -1.10 0.222
H -0.7495 -1.4688 -0.1410 0.40 -1.51 0.49 0.348
H 1.3642 -1.8256 0.3624 0.30 5.18 -1.44 0.331
H 2.9694 0.3334 -1.2749 -1.68 -0.48 5.02 0.338
H 2.7691 1.0878 0.6316 -1.11 -3.54 -2.72 0.386
N -0.6034 -0.8638 -0.9165 -3.19 0.66 -0.16 -0.341
N 1.4185 -0.4661 0.0494 -1.64 -3.74 0.98 -0.437
N 2.5734 0.1330 -0.0436 4.93 4.04 -2.13 -0.634
O -1.9016 -0.1153 -0.7906 1.83 -1.02 1.54 -0.387
O 0.0260 1.2613 -0.8011 2.95 -1.32 0.46 -0.597
```
Forces are in eV/Å.

Frontier orbital gap ... 9.97 eV
LUMO level ... 0.0022 Eh
Energy above the lowest of the compared OMol25 structures with the same formula, charge and spin ... 920.31 kJ/mol
Multiplicity ... 1

---

Entry 8:
C2H7N3O2 | ωB97M-V with the def2-TZVPD basis set

```
14
Properties=species:S:1:pos:R:3:forces:R:3:nbo_charge:R:1
N 0.2724 -2.2785 -0.9702 -0.82 1.52 -1.02 -0.865
C 0.0038 -0.7000 -0.7789 2.26 -6.71 -1.08 -0.339
C 0.4790 -0.4935 0.5737 -2.97 5.43 0.00 0.736
O 0.6678 -1.0364 1.6060 0.26 0.40 -0.90 -0.500
N 0.0484 1.1118 0.5328 1.16 -1.35 2.79 -0.161
N -0.0769 2.0155 -0.4883 -0.03 -0.40 0.11 -0.644
O -0.8521 1.3828 1.6485 0.42 0.11 -0.17 -0.625
H -0.2985 -2.8286 -0.3335 0.17 0.35 0.00 0.357
H 1.2474 -2.5218 -0.8140 -0.24 0.29 0.08 0.355
H -1.0694 -0.5668 -0.8950 0.21 0.28 0.14 0.245
H 0.6301 -0.2257 -1.5321 -0.43 0.31 0.20 0.264
H 0.3894 2.8926 -0.2629 -0.06 -0.21 0.09 0.356
H -1.0519 2.2172 -0.7127 0.08 -0.24 0.01 0.344
H -0.3894 1.0315 2.4266 -0.02 0.20 -0.26 0.476
```
Forces are in eV/Å.

Frontier orbital gap ... 8.94 eV
LUMO level ... 0.0260 Eh
Energy above the lowest of the compared OMol25 structures with the same formula, charge and spin ... 564.33 kJ/mol
Structure (SMILES) ... NCC(=O)N(N)O
Multiplicity ... 1